Version 1
68
Properties=species:S:1:pos:R:3 method="wB97M-V/def2-TZVPD" orbital_gap_ha=0.28006 e_lumo_ev=0.334 spin_multiplicity=1
C -1.816 -3.938 -2.022
H -1.268 -3.086 -2.599
H -0.972 -4.306 -1.479
H -2.102 -4.688 -2.897
C -3.075 -3.671 -1.477
N -2.850 -2.756 -0.129
S -2.479 -1.206 -0.186
O -2.490 -0.740 -1.872
O -3.246 -0.273 0.458
C -0.658 -1.010 0.208
C 0.262 -1.230 -0.564
C 1.513 -1.172 -0.214
N 2.841 -1.736 -0.813
C 3.754 -1.034 0.164
N 3.201 -0.597 1.144
C 1.780 -0.678 1.268
C 0.843 -0.363 1.994
C -0.509 -0.422 1.536
H -1.224 0.087 1.945
H 0.950 0.328 3.009
C 3.891 0.005 2.272
H 4.526 -0.612 2.941
H 3.226 0.418 3.192
H 4.414 0.946 2.193
C 5.184 -0.900 -0.439
H 5.846 -0.917 0.707
H 5.496 -2.187 -0.680
C 5.494 0.279 -1.188
C 4.414 1.206 -0.672
O 4.756 1.963 0.211
N 3.374 1.345 -1.576
C 2.071 1.750 -1.335
C 1.052 1.425 -1.973
C -0.285 1.642 -1.704
C -0.551 2.505 -0.557
C 0.626 3.193 0.235
C 1.897 2.606 -0.288
H 2.696 2.950 0.756
H 0.421 3.688 1.059
N -1.902 3.098 -0.138
C -2.834 2.632 -0.944
H -3.389 1.738 -0.802
C -4.150 3.611 -0.695
O -4.558 3.335 0.628
C -3.662 2.903 1.359
C -1.979 3.251 1.118
H -1.364 2.718 1.869
H -1.942 4.257 1.318
H -3.808 3.192 2.352
H -3.740 1.817 1.358
H -3.682 4.742 -0.897
H -4.886 3.536 -1.435
H -2.435 2.982 -2.235
H -1.008 1.313 -2.184
H 1.305 0.672 -2.730
H 3.353 0.632 -2.047
H 5.277 -0.258 -2.257
H 6.404 0.464 -0.981
H 0.147 -1.765 -1.525
C -2.684 -3.206 1.450
C -1.552 -4.121 1.428
H -1.539 -4.957 0.996
H -0.648 -3.483 1.291
H -1.820 -4.375 2.666
H -2.863 -2.436 1.855
H -3.707 -3.855 1.328
H -3.651 -4.463 -0.911
H -3.690 -2.790 -1.862



Version 2
68
Properties=species:S:1:pos:R:3 method="wB97M-V/def2-TZVPD" smiles="O=C(NCC(=O)N(CCN1CCOCC1)[C@@H](C(=O)NC1CCCC1)c1cccnc1)c1cccs1" orbital_gap_ha=0.31570 e_lumo_ev=0.199 spin_multiplicity=1
O 2.894 1.483 2.745
C 1.866 1.050 3.242
N 0.638 1.375 2.772
C 0.453 2.290 1.675
C -0.304 1.677 0.497
O -1.409 2.108 0.204
N 0.287 0.703 -0.217
C 1.555 0.075 0.079
C 1.368 -1.251 0.861
N 2.470 -2.178 0.796
C 2.667 -2.828 -0.485
C 3.665 -3.972 -0.286
O 4.892 -3.501 0.216
C 4.704 -2.830 1.441
C 3.733 -1.658 1.288
C -0.472 0.099 -1.312
C -1.936 -0.110 -0.829
O -2.131 -0.810 0.142
N -2.891 0.402 -1.616
C -4.286 0.424 -1.217
C -5.192 0.218 -2.448
C -6.005 1.510 -2.602
C -5.188 2.567 -1.863
C -4.664 1.802 -0.651
C -0.317 0.833 -2.613
C 0.002 0.130 -3.772
C 0.129 0.811 -4.970
C -0.072 2.183 -4.969
N -0.378 2.864 -3.878
C -0.494 2.212 -2.736
C 1.892 0.119 4.376
C 3.023 -0.310 5.018
C 2.753 -1.219 6.057
C 1.425 -1.475 6.194
S 0.473 -0.612 5.060
H -0.191 0.984 3.191
H -0.143 3.150 2.003
H 1.443 2.640 1.370
H 2.050 -0.131 -0.875
H 2.192 0.753 0.645
H 0.475 -1.765 0.496
H 1.199 -1.025 1.916
H 1.714 -3.233 -0.831
H 3.069 -2.143 -1.252
H 3.891 -4.462 -1.236
H 3.232 -4.704 0.411
H 5.689 -2.481 1.753
H 4.305 -3.530 2.191
H 3.572 -1.179 2.254
H 4.174 -0.920 0.598
H -0.084 -0.918 -1.445
H -2.624 1.108 -2.286
H -4.396 -0.366 -0.473
H -4.569 0.046 -3.327
H -5.838 -0.650 -2.325
H -6.976 1.398 -2.118
H -6.175 1.765 -3.647
H -4.357 2.908 -2.484
H -5.783 3.434 -1.584
H -5.457 1.689 0.089
H -3.805 2.273 -0.178
H 0.150 -0.941 -3.733
H 0.378 0.290 -5.882
H 0.012 2.766 -5.876
H -0.751 2.818 -1.878
H 4.004 0.031 4.741
H 3.512 -1.664 6.676
H 0.940 -2.123 6.897



Preferred: version 2; penalty for the next structure: 2701.7 kJ/mol.



Version 1
43
Properties=species:S:1:pos:R:3 method="wB97M-V/def2-TZVPD" orbital_gap_ha=0.31521 e_lumo_ev=0.114 spin_multiplicity=1
C 2.985 0.965 -0.168
C 1.410 1.168 -0.609
C 3.137 -0.588 0.252
C 2.671 -1.555 -0.645
C 4.375 -1.025 0.835
C 5.609 -0.908 -0.155
C -1.087 1.040 -0.415
C -1.571 2.275 0.199
C -1.871 -0.128 0.166
C -3.179 -0.352 -0.561
C -4.044 -1.337 0.214
C -5.460 -1.400 -0.223
H 2.380 3.082 1.216
H 2.581 1.142 2.054
H 3.486 1.365 -1.168
H 2.559 -0.546 1.197
H 2.609 -2.624 -0.157
H 3.002 -1.552 -1.660
H 1.597 -1.289 -0.876
H 4.308 -1.972 1.420
H 4.788 -0.351 1.694
H 5.888 -1.740 -1.015
H 5.153 0.094 -0.741
H 6.536 -0.790 0.243
H 0.432 0.147 0.919
H -1.336 0.863 -1.476
H -1.137 -1.138 0.133
H -2.047 0.202 1.215
H -3.117 -0.564 -1.577
H -3.600 0.584 -0.384
H -4.096 -1.383 1.343
H -3.464 -2.226 0.077
H -6.182 -2.215 0.262
H -5.818 -1.414 -1.316
H -6.426 0.415 1.187
H -5.927 0.633 -0.817
H -0.429 3.056 -1.069
N 3.019 1.921 1.022
N 0.394 0.552 -0.167
N -6.102 -0.075 0.268
O 1.336 2.139 -1.483
O -2.488 2.306 1.024
O -0.877 3.226 -0.257



Version 2
43
Properties=species:S:1:pos:R:3 method="wB97M-V/def2-TZVPD" smiles="CC[C@H](C)[C@H](NC(=O)[C@@H](N)CCCCN)C(=O)O" orbital_gap_ha=0.34995 e_lumo_ev=0.593 spin_multiplicity=1
C -3.685 -2.573 0.325
C -2.886 -1.587 -0.550
C -2.721 -0.181 0.049
C -4.086 0.458 0.314
C -1.853 0.739 -0.804
N -0.554 0.169 -1.271
C 0.450 -0.469 -0.524
O 1.142 -1.309 -1.081
C 0.695 0.066 0.891
N 1.382 -0.859 1.752
C 1.442 1.434 0.850
C 2.969 1.328 0.671
C 3.487 0.853 -0.666
C 4.532 -0.255 -0.626
N 3.933 -1.448 0.007
C -1.597 2.094 -0.152
O -1.739 2.342 1.034
O -1.245 3.017 -1.051
H -3.772 -3.555 -0.192
H -4.705 -2.190 0.551
H -3.130 -2.761 1.289
H -1.887 -2.089 -0.692
H -3.340 -1.588 -1.580
H -2.205 -0.326 1.029
H -4.710 -0.184 0.935
H -4.029 1.427 0.726
H -4.578 0.531 -0.658
H -2.362 0.920 -1.762
H -0.596 -0.261 -2.200
H -0.272 0.257 1.353
H 2.293 -1.112 1.290
H 0.848 -1.722 1.802
H 1.065 2.100 0.078
H 1.252 1.909 1.772
H 3.410 0.755 1.507
H 3.366 2.350 0.851
H 3.926 1.694 -1.234
H 2.673 0.479 -1.309
H 5.354 0.027 0.024
H 4.945 -0.416 -1.628
H 3.256 -1.840 -0.641
H 4.709 -2.113 0.107
H -1.179 3.887 -0.584



Preferred: version 2; penalty for the next structure: 1084.8 kJ/mol.



Version 1
18
Properties=species:S:1:pos:R:3 method="wB97M-V/def2-TZVPD" orbital_gap_ha="0.43511 / 0.27490" e_lumo_ev="0.818 / -3.269" s2=0.756 spin_multiplicity=2
C 1.213 -1.475 -0.865
C 0.290 -2.638 -1.275
C 0.511 -0.132 -0.882
H 2.108 -1.532 -1.481
H 1.530 -1.605 0.176
H -0.640 -2.236 -1.667
H 0.742 -3.322 -1.994
H 1.009 0.588 -0.222
H 0.014 -3.254 -0.413
H -0.437 -0.173 -0.346
H 0.380 0.329 -1.863
C -1.495 2.305 1.165
C -0.184 2.063 2.095
O -0.108 0.844 2.283
O 0.385 3.085 2.382
H -1.172 2.928 0.338
H -2.212 2.844 1.768
H -1.935 1.382 0.802



Version 2
18
Properties=species:S:1:pos:R:3 method="wB97M-V/def2-TZVPD" orbital_gap_ha="0.41989 / 0.27687" e_lumo_ev="0.725 / -3.071" s2=0.755 spin_multiplicity=2
C 0.722 -0.102 -1.982
C 1.639 -0.862 -2.934
H 0.016 -0.871 -1.597
H 1.168 0.475 -1.157
H 0.117 0.538 -2.626
H 2.155 -0.219 -3.641
H 1.189 -1.664 -3.532
H 2.406 -1.466 -2.398
C -0.761 0.238 1.419
C -0.365 1.403 2.334
C -1.873 -0.601 2.163
O -1.960 -0.611 3.378
O -2.396 -1.369 1.316
H -1.168 0.665 0.470
H -0.010 -0.482 1.112
H -0.106 2.213 1.663
H 0.419 1.055 3.021
H -1.190 1.659 2.990



Preferred: version 1; penalty for the next structure: 6.9 kJ/mol.



Version 1
12
Properties=species:S:1:pos:R:3 method="wB97M-V/def2-TZVPD" orbital_gap_ha=0.42422 e_lumo_ev=-3.608 spin_multiplicity=1 total_charge=+1
N 0.463 -1.449 1.909
H 1.460 -1.627 1.944
H -0.020 -2.325 1.716
H 0.171 -1.154 2.822
H 0.240 -0.680 1.128
O 0.361 0.504 0.233
C -0.498 0.716 -0.609
C -0.209 1.274 -1.948
H -1.546 0.515 -0.357
H -0.736 2.222 -2.059
H -0.547 0.573 -2.713
H 0.860 1.430 -2.066



Version 2
12
Properties=species:S:1:pos:R:3 method="wB97M-V/def2-TZVPD" orbital_gap_ha=0.44135 e_lumo_ev=-3.532 spin_multiplicity=1 total_charge=+1
C -1.062 0.056 0.229
C -2.330 0.334 -0.081
N -0.099 -0.207 -0.894
H -0.728 -0.061 1.247
H -2.991 0.643 0.700
H -2.781 0.530 -1.026
H 0.879 -0.041 -0.384
H 0.063 -1.118 -1.229
H -0.113 0.319 -1.710
H 3.264 -0.879 0.778
H 3.246 0.530 1.434
O 2.652 -0.106 0.936



Version 3
12
Properties=species:S:1:pos:R:3 method="wB97M-V/def2-TZVPD" orbital_gap_ha=0.35930 e_lumo_ev=-3.985 spin_multiplicity=1 total_charge=+1
N 1.321 1.084 1.585
H 0.984 1.817 0.957
H 0.870 1.213 2.490
H 1.147 0.233 1.042
H 2.335 1.072 1.735
C -1.730 -0.943 -0.935
C -0.581 -0.715 -0.336
O 0.409 0.178 -0.835
H -2.589 -1.419 -0.475
H -2.030 -0.785 -1.970
H -0.353 -1.229 0.596
H 0.640 -0.275 -1.650



Preferred: version 1; penalty for the next structure: 120.8 kJ/mol.



Version 1
7
Properties=species:S:1:pos:R:3 method="wB97M-V/def2-TZVPD" orbital_gap_ha="0.25912 / 0.29956" e_lumo_ev="2.873 / 4.191" spin_multiplicity=1 total_charge=-1
N -1.045 0.201 0.044
O 0.498 -2.169 -0.768
O 1.048 1.354 -1.128
O 1.237 0.654 1.195
S 0.726 0.375 -0.124
H -1.076 -0.710 -0.249
H -1.388 0.295 1.031



Version 2
7
Properties=species:S:1:pos:R:3 method="wB97M-V/def2-TZVPD" smiles="NS(=O)(=O)[O-]" orbital_gap_ha="0.30460 / 0.30459" e_lumo_ev="4.062 / 4.062" spin_multiplicity=1 total_charge=-1
N -1.039 -0.308 -0.074
S 0.624 -0.265 -0.006
O 1.234 -0.679 -1.239
O 0.600 1.820 0.130
O 1.066 -1.079 1.127
H -1.561 0.013 0.728
H -0.925 0.498 -0.665



Preferred: version 2; penalty for the next structure: 146.6 kJ/mol.



Version 1
7
Properties=species:S:1:pos:R:3 method="wB97M-V/def2-TZVPD" orbital_gap_ha="0.24387 / 0.30898" e_lumo_ev="4.120 / 4.068" spin_multiplicity=1 total_charge=-1
N 1.239 0.925 0.028
O -2.547 0.580 -0.457
O -0.846 -1.193 0.058
O 1.302 -0.325 -0.638
S -1.508 0.074 0.495
H 1.955 0.868 0.783
H 0.405 -0.929 -0.269



Version 2
7
Properties=species:S:1:pos:R:3 method="wB97M-V/def2-TZVPD" orbital_gap_ha=0.27762 e_lumo_ev=4.194 spin_multiplicity=1 total_charge=-1
N 0.141 -0.374 0.602
O -1.107 -1.097 -1.392
O -1.206 1.321 -0.678
O 1.296 0.267 1.173
S -0.378 0.140 -1.051
H 0.209 -1.412 0.592
H 1.046 1.154 0.754



Preferred: version 2; penalty for the next structure: 121.3 kJ/mol.